12
Properties=species:S:1:pos:R:3:mulliken_charge:R:1 method="wB97M-V/def2-TZVPD" lumo_ev=4.11 homo_energy_ev=-4.901 charge=-1 mol_weight_g_mol=139.007
C 1.457 -1.508 0.036 -0.9936
C -2.140 1.387 -0.670 -0.6987
O 1.646 0.499 1.747 -0.7050
O -2.041 -0.692 1.020 -0.6924
O 1.534 1.253 -0.684 -0.6857
P -1.296 0.313 0.269 0.3936
P 1.160 0.283 0.341 0.8202
H 1.004 -2.156 0.690 0.3300
H 0.961 -1.539 -0.875 0.3384
H 2.552 -1.626 -0.052 0.2938
H -1.633 2.203 -1.058 0.2977
H -3.202 1.583 -0.764 0.3018